Formula: C17H22F4O13P
Source: the Open Molecules 2025 dataset
Level of theory: ωB97M-V with the def2-TZVPD basis set

Net charge: -1
HOMO-LUMO gap, eV: 7.52
HOMO level, Eh: -0.1939

Each line ends with the Mulliken charge.
Geometry (Å):
C 4.848 -2.427 0.199  -1.170
C 3.635 -1.686 -0.403  -0.372
P 2.122 -2.549 0.167  -0.297
C 1.825 -2.021 1.920  -1.284
C 0.656 -1.836 -0.750  0.169
O 1.006 -0.866 -1.733  -0.341
C 1.478 0.300 -1.205  0.319
O 2.102 1.058 -1.920  -0.636
C 1.183 0.658 0.271  0.888
O 2.173 0.987 0.954  -0.726
O -0.023 0.600 0.613  -0.792
C -0.049 -2.955 -1.486  0.930
C -0.604 -4.015 -0.567  -1.591
F -1.130 -2.390 -2.141  -0.380
H 4.570 -2.905 1.131  0.308
H 5.143 -3.214 -0.476  0.305
H 5.661 -1.737 0.364  0.354
H 3.696 -1.773 -1.478  0.465
H 3.660 -0.637 -0.139  0.337
H 2.075 -2.855 2.558  0.480
H 2.370 -1.119 2.164  0.323
H 0.765 -1.836 2.010  0.400
H -0.068 -1.461 -0.035  0.329
H 0.597 -3.421 -2.221  -0.203
H -0.788 -4.906 -1.155  0.408
H -1.549 -3.722 -0.130  0.363
H 0.087 -4.298 0.212  0.450
C -0.255 3.421 2.015  -0.307
C -1.677 3.527 2.505  0.460
O -1.558 4.434 3.604  -0.337
C -0.486 5.239 3.337  0.601
O -0.265 6.255 3.910  -0.556
O 0.260 4.731 2.347  -0.341
F -2.162 2.353 2.964  -0.303
H 0.308 2.656 2.547  0.268
H -0.179 3.226 0.950  0.192
H -2.377 3.939 1.775  0.300
C -5.003 5.050 4.033  -0.250
C -6.031 6.141 3.855  0.333
O -6.726 5.723 2.695  -0.324
C -6.639 4.358 2.640  0.660
O -7.313 3.672 1.955  -0.498
O -5.687 3.911 3.492  -0.297
F -5.462 7.350 3.623  -0.281
H -4.100 5.244 3.456  0.106
H -4.731 4.883 5.071  0.273
H -6.738 6.236 4.682  0.262
C 1.289 -3.997 -6.310  -0.391
C 2.768 -3.693 -6.386  0.280
O 3.202 -3.963 -5.067  -0.284
C 2.363 -4.907 -4.548  0.683
O 2.586 -5.540 -3.577  -0.495
O 1.248 -5.024 -5.313  -0.325
F 3.007 -2.392 -6.681  -0.281
H 0.720 -3.131 -5.968  0.291
H 0.876 -4.353 -7.250  0.261
H 3.324 -4.322 -7.084  0.266